Entry 1:
This record from the OMol25 dataset describes the molecule C2H5NO2S2 in a non-equilibrium geometry. The level of theory is ωB97M-V with the def2-TZVPD basis set.

Calculated values
* E_LUMO: 0.20 eV
* E_HOMO: -9.9 eV
* SMILES: [H]/N=C/S(=O)(=O)SC
* frontier orbital gap: 10.081 eV

ORCA input file:
```
! wB97M-V def2-TZVPD RIJCOSX def2/J DEFGRID3
* xyz 0 1
H -0.161 -0.916 -2.610
N -0.174 -0.493 -1.708
C -1.000 -0.762 -0.840
S -1.129 0.187 0.701
O -0.510 -0.762 1.814
O -2.487 0.721 0.715
S 0.264 1.716 0.292
C 1.654 0.474 0.606
H -2.051 -1.356 -0.872
H 2.480 1.155 0.898
H 1.891 0.048 -0.396
H 1.223 -0.012 1.399
*
```

Atom charges from the natural (NBO) analysis, given in e for atoms 1 to 8: 0.38, -0.59, -0.09, 1.81, -0.89, -0.88, 0.02, -0.69

***

Entry 2:
This record from the OMol25 dataset describes a cluster of 2 separate species, C2H5NO3 in total in a non-equilibrium geometry. The level of theory is ωB97M-V with the def2-TZVPD basis set.

Calculated values
* E_LUMO: 0.83 eV
* E_HOMO: -10.5 eV
* SMILES: C=NO.O=CO
* frontier orbital gap: 11.361 eV

ORCA input file:
```
! wB97M-V def2-TZVPD RIJCOSX def2/J DEFGRID3
* xyz 0 1
C 1.737 -0.755 -0.175
N 1.170 0.330 -0.491
O 1.106 1.240 0.598
H 1.628 -1.520 -0.959
H 2.223 -0.767 0.771
H 0.497 1.858 0.148
O -1.384 1.085 -0.589
C -1.984 0.137 -0.153
O -1.521 -0.786 0.706
H -2.962 -0.170 -0.563
H -0.509 -0.651 0.708
*
```

Atom charges from the natural (NBO) analysis, given in e for atoms 1 to 8: -0.20, -0.11, -0.59, 0.21, 0.19, 0.50, -0.59, 0.66

***

Entry 3:
This record from the OMol25 dataset describes the molecule C2H5NO3 in a non-equilibrium geometry. The level of theory is ωB97M-V with the def2-TZVPD basis set.

Calculated values
* E_LUMO (alpha / beta): 0.66 / -2.34 eV
* E_HOMO (alpha / beta): -4.4 / -9.5 eV
* frontier orbital gap (alpha / beta): 5.061 / 7.109 eV
* ⟨S²⟩: 2.007

ORCA input file:
```
! wB97M-V def2-TZVPD RIJCOSX def2/J DEFGRID3
* xyz 0 3
C 1.824 -0.649 0.068
C -0.822 0.433 0.404
N 0.543 -0.366 -0.380
O 2.306 -0.170 1.063
O -1.702 -0.517 0.713
O -1.365 1.317 -0.593
H 2.215 -1.452 -0.504
H -0.280 1.068 1.206
H 0.407 -0.876 -1.208
H -2.275 -0.845 0.028
H -0.853 2.057 -0.797
*
```

Atom charges from the natural (NBO) analysis, given in e for atoms 1 to 8: 0.03, 0.57, -0.69, -0.24, -0.69, -0.73, 0.20, 0.19

***

Entry 4:
This record from the OMol25 dataset describes a cluster of 2 separate species, C2H5NO4 in total in a non-equilibrium geometry. The level of theory is ωB97M-V with the def2-TZVPD basis set.

Calculated values
* E_LUMO: 0.75 eV
* E_HOMO: -10.0 eV
* SMILES: O/C=N\O.O=CO
* frontier orbital gap: 10.732 eV

ORCA input file:
```
! wB97M-V def2-TZVPD RIJCOSX def2/J DEFGRID3
* xyz 0 1
O 0.950 -1.230 0.256
C 0.971 -0.313 -0.724
N 1.326 0.862 -0.590
O 1.701 1.234 0.799
H 1.126 -0.982 1.161
H 0.955 -0.739 -1.771
H 2.067 2.078 0.934
O -1.383 0.306 1.192
C -1.809 -0.472 0.343
O -2.159 -0.048 -0.927
H -1.821 -1.525 0.384
H -1.924 0.830 -1.057
*
```

Atom charges from the natural (NBO) analysis, given in e for atoms 1 to 8: -0.71, 0.33, -0.20, -0.64, 0.52, 0.21, 0.49, -0.58

***

Entry 5:
This record from the OMol25 dataset describes the molecule C2H5NOS in a non-equilibrium geometry. The level of theory is ωB97M-V with the def2-TZVPD basis set.

Calculated values
* E_LUMO: 0.74 eV
* E_HOMO: -8.9 eV
* SMILES: CSNC=O
* frontier orbital gap: 9.631 eV

ORCA input file:
```
! wB97M-V def2-TZVPD RIJCOSX def2/J DEFGRID3
* xyz 0 1
C -0.881 -0.391 -1.181
S -1.388 0.673 0.163
N -0.090 0.563 1.309
C 1.339 0.446 0.804
O 1.680 1.137 -0.135
H 0.090 -0.256 -1.547
H -1.453 -0.386 -2.116
H -1.113 -1.263 -0.848
H -0.161 -0.264 1.949
H 1.978 -0.260 1.602
*
```

Atom charges from the natural (NBO) analysis, given in e for atoms 1 to 8: -0.78, 0.40, -0.80, 0.53, -0.54, 0.24, 0.25, 0.20

***

Entry 6:
This record from the OMol25 dataset describes a structure of composition C2H5NOS in a non-equilibrium geometry. The level of theory is ωB97M-V with the def2-TZVPD basis set.

Calculated values
* E_LUMO: 0.74 eV
* E_HOMO: -8.6 eV
* frontier orbital gap: 9.323 eV

ORCA input file:
```
! wB97M-V def2-TZVPD RIJCOSX def2/J DEFGRID3
* xyz 0 1
C -1.665 0.727 0.090
C 0.666 -0.980 -0.069
H -1.716 1.158 1.099
H -1.106 1.086 -0.796
H -2.809 0.432 -0.575
H 0.786 -2.058 -0.207
H 3.086 0.595 0.481
N 1.159 0.154 -0.273
O 2.593 -0.146 0.151
S -0.994 -0.969 0.099
*
```

Atom charges from the natural (NBO) analysis, given in e for atoms 1 to 8: -0.76, -0.13, 0.25, 0.26, 0.24, 0.23, 0.47, -0.18

***

Entry 7:
This record from the OMol25 dataset describes a cluster of 2 separate species, C2H5NOS2 in total. The level of theory is ωB97M-V with the def2-TZVPD basis set.

Calculated values
* E_LUMO: 0.18 eV
* E_HOMO: -9.1 eV
* SMILES: NC=S.OC=S
* frontier orbital gap: 9.259 eV

ORCA input file:
```
! wB97M-V def2-TZVPD RIJCOSX def2/J DEFGRID3
* xyz 0 1
N 1.419 0.913 -0.340
C 1.726 -0.205 0.328
S 2.806 -1.342 -0.149
H 1.874 1.104 -1.222
H 0.741 1.574 0.010
H 1.171 -0.305 1.263
O -1.703 0.629 0.087
C -2.168 -0.618 -0.010
S -3.733 -0.977 -0.169
H -0.739 0.616 0.176
H -1.393 -1.389 0.028
*
```

Atom charges from the natural (NBO) analysis, given in e for atoms 1 to 8: -0.77, -0.10, -0.11, 0.42, 0.39, 0.19, -0.65, 0.03

***

Entry 8:
This record from the OMol25 dataset describes a cluster of 2 separate species, C2H5NP2 in total in a non-equilibrium geometry. The level of theory is ωB97M-V with the def2-TZVPD basis set.

Calculated values
* E_LUMO (alpha / beta): -0.82 / -1.76 eV
* E_HOMO (alpha / beta): -9.0 / -9.5 eV
* frontier orbital gap (alpha / beta): 8.146 / 7.699 eV

ORCA input file:
```
! wB97M-V def2-TZVPD RIJCOSX def2/J DEFGRID3
* xyz 0 1
C -1.597 -1.308 -0.038
C 1.693 -0.470 0.540
N -2.082 -2.198 -0.595
P -1.287 1.277 -0.948
P -1.113 0.092 0.881
H 1.901 0.230 1.355
H 2.107 -0.188 -0.564
H 1.616 -1.510 0.709
H 0.095 1.590 -1.163
H -1.334 2.486 -0.177
*
```

Atom charges from the natural (NBO) analysis, given in e for atoms 1 to 8: -0.15, -0.52, -0.29, 0.04, 0.35, 0.19, 0.20, 0.18

***

Entry 9:
This record from the OMol25 dataset describes a structure of composition C2H5NP2 in a non-equilibrium geometry. The level of theory is ωB97M-V with the def2-TZVPD basis set.

Calculated values
* E_LUMO: -0.41 eV
* E_HOMO: -8.2 eV
* frontier orbital gap: 7.775 eV

ORCA input file:
```
! wB97M-V def2-TZVPD RIJCOSX def2/J DEFGRID3
* xyz 0 1
C 0.463 1.605 -0.151
C 0.262 -1.453 0.032
N 1.615 0.967 0.001
P 1.995 -0.538 -0.063
P -1.104 -0.270 -0.287
H 0.283 2.284 0.710
H 0.304 2.135 -1.097
H 0.452 -2.364 -0.680
H 0.063 -1.931 0.943
H -1.340 -0.133 1.179
*
```

Atom charges from the natural (NBO) analysis, given in e for atoms 1 to 8: -0.28, -1.11, -0.83, 1.05, 0.28, 0.21, 0.21, 0.25

***

Entry 10:
This record from the OMol25 dataset describes the molecule C2H5NS in a non-equilibrium geometry. The level of theory is ωB97M-V with the def2-TZVPD basis set.

Calculated values
* E_LUMO: 0.84 eV
* E_HOMO: -8.3 eV
* SMILES: CNC=S
* frontier orbital gap: 9.176 eV

ORCA input file:
```
! wB97M-V def2-TZVPD RIJCOSX def2/J DEFGRID3
* xyz 0 1
C 0.728 -0.850 0.036
N 0.311 0.610 0.061
C -1.000 0.837 0.056
S -2.106 -0.355 0.010
H 1.752 -0.783 -0.135
H 0.230 -1.305 -0.788
H 0.346 -1.323 0.952
H 0.997 1.283 -0.229
H -1.258 1.886 0.038
*
```

Atom charges from the natural (NBO) analysis, given in e for atoms 1 to 8: -0.42, -0.56, -0.08, -0.17, 0.19, 0.22, 0.23, 0.40

***

Entry 11:
This record from the OMol25 dataset describes a cluster of 2 separate species, C2H5NS in total in a non-equilibrium geometry. The level of theory is ωB97M-V with the def2-TZVPD basis set.

Calculated values
* E_LUMO (alpha / beta): -0.74 / 0.19 eV
* E_HOMO (alpha / beta): -8.5 / -8.1 eV
* frontier orbital gap (alpha / beta): 7.767 / 8.291 eV

ORCA input file:
```
! wB97M-V def2-TZVPD RIJCOSX def2/J DEFGRID3
* xyz 0 1
C -1.032 -0.921 0.804
C 0.044 0.220 -1.533
N -0.503 -0.357 1.876
S -1.744 -2.333 0.860
H 0.373 -0.831 -1.332
H -1.034 0.349 -1.741
H 0.821 1.008 -1.444
H -0.004 0.567 1.729
H -0.257 -0.863 2.729
*
```

Atom charges from the natural (NBO) analysis, given in e for atoms 1 to 8: 0.02, -0.54, -0.81, -0.01, 0.18, 0.19, 0.18, 0.40

***

Entry 12:
This record from the OMol25 dataset describes the molecule C2H5NS2 in a non-equilibrium geometry. The level of theory is ωB97M-V with the def2-TZVPD basis set.

Calculated values
* E_LUMO: 0.39 eV
* E_HOMO: -8.7 eV
* SMILES: NC(=S)CS
* frontier orbital gap: 9.128 eV

ORCA input file:
```
! wB97M-V def2-TZVPD RIJCOSX def2/J DEFGRID3
* xyz 0 1
N -0.717 1.256 -0.250
C -0.781 -0.037 0.066
S -2.059 -1.008 -0.293
C 0.557 -0.468 0.709
S 1.963 -0.614 -0.404
H -1.471 1.742 -0.597
H 0.179 1.674 -0.375
H 0.909 -0.080 1.639
H 0.172 -1.452 0.932
H 1.248 -1.013 -1.427
*
```

Atom charges from the natural (NBO) analysis, given in e for atoms 1 to 8: -0.76, 0.11, -0.12, -0.63, -0.01, 0.39, 0.39, 0.25

***

Entry 13:
This record from the OMol25 dataset describes the molecule C2H5NS2 in a non-equilibrium geometry. The level of theory is ωB97M-V with the def2-TZVPD basis set.

Calculated values
* E_LUMO: 0.50 eV
* E_HOMO: -8.6 eV
* SMILES: CC(=S)NS
* frontier orbital gap: 9.141 eV

ORCA input file:
```
! wB97M-V def2-TZVPD RIJCOSX def2/J DEFGRID3
* xyz 0 1
C -1.088 0.207 0.613
C 0.053 0.856 -0.082
S 0.475 2.427 -0.033
N 0.873 -0.043 -0.791
S 0.598 -1.672 -0.850
H -1.625 0.974 1.258
H -0.653 -0.604 1.216
H -1.791 -0.291 -0.070
H 1.684 0.265 -1.274
H 1.474 -2.116 0.012
*
```

Atom charges from the natural (NBO) analysis, given in e for atoms 1 to 8: -0.71, 0.10, -0.08, -0.77, 0.21, 0.25, 0.24, 0.25

***

Entry 14:
This record from the OMol25 dataset describes the molecule C2H5NS2 in a non-equilibrium geometry. The level of theory is ωB97M-V with the def2-TZVPD basis set.

Calculated values
* E_LUMO: 0.66 eV
* E_HOMO: -9.4 eV
* SMILES: S/C=N/CS
* frontier orbital gap: 10.011 eV

ORCA input file:
```
! wB97M-V def2-TZVPD RIJCOSX def2/J DEFGRID3
* xyz 0 1
S 1.125 -2.112 -1.720
C 0.466 -0.826 -0.733
N -0.627 -0.361 -0.975
C -1.138 0.590 -0.158
S -0.131 1.509 1.070
H 2.387 -1.736 -1.230
H 1.073 -0.405 0.251
H -1.387 1.506 -0.732
H -1.983 0.252 0.397
H 0.027 0.655 1.967
*
```

Atom charges from the natural (NBO) analysis, given in e for atoms 1 to 8: 0.04, -0.03, -0.46, -0.33, -0.07, 0.14, 0.17, 0.22

***

Entry 15:
This record from the OMol25 dataset describes the molecule C2H5NS2 in a non-equilibrium geometry. The level of theory is ωB97M-V with the def2-TZVPD basis set.

Calculated values
* E_LUMO: -0.18 eV
* E_HOMO: -8.7 eV
* SMILES: NCC(=S)S
* frontier orbital gap: 8.533 eV

ORCA input file:
```
! wB97M-V def2-TZVPD RIJCOSX def2/J DEFGRID3
* xyz 0 1
N 1.311 -0.434 -0.190
C -0.099 -0.709 0.157
C -0.937 0.473 0.081
S -2.553 0.293 -0.094
S 0.147 1.970 -0.033
H 2.039 -0.521 0.726
H 1.509 -0.992 -1.142
H -0.245 -1.133 1.116
H -0.215 -1.555 -0.592
H -0.956 2.609 -0.028
*
```

Atom charges from the natural (NBO) analysis, given in e for atoms 1 to 8: -0.89, -0.36, -0.22, 0.02, 0.09, 0.40, 0.39, 0.23

***

Entry 16:
This record from the OMol25 dataset describes a cluster of 2 separate species, C2H5NS2 in total in a non-equilibrium geometry. The level of theory is ωB97M-V with the def2-TZVPD basis set.

Calculated values
* E_LUMO (alpha / beta): -2.92 / -2.91 eV
* E_HOMO (alpha / beta): -8.1 / -8.2 eV
* frontier orbital gap (alpha / beta): 5.215 / 5.295 eV

ORCA input file:
```
! wB97M-V def2-TZVPD RIJCOSX def2/J DEFGRID3
* xyz 0 1
C 0.067 0.425 0.147
C -0.278 -1.026 0.488
N 0.977 2.353 -1.163
S 0.623 0.734 -4.165
S 0.892 0.791 -1.230
H -0.259 1.083 0.900
H -0.708 -1.556 -0.346
H -1.024 -1.053 1.352
H 0.736 -1.409 0.716
H 1.143 2.602 -2.084
*
```

Atom charges from the natural (NBO) analysis, given in e for atoms 1 to 8: -0.46, -0.66, -1.02, -0.04, 0.92, 0.23, 0.22, 0.23

***

Entry 17:
This record from the OMol25 dataset describes the molecule C2H5NS2 in a non-equilibrium geometry. The level of theory is ωB97M-V with the def2-TZVPD basis set.

Calculated values
* E_LUMO: 0.04 eV
* E_HOMO: -8.1 eV
* SMILES: CSC(N)=S
* frontier orbital gap: 8.174 eV

ORCA input file:
```
! wB97M-V def2-TZVPD RIJCOSX def2/J DEFGRID3
* xyz 0 1
C -1.549 0.590 -1.014
S -1.030 -0.020 0.683
C 0.669 -0.252 0.530
N 1.478 -0.694 1.538
S 1.818 0.296 -1.108
H -2.553 0.479 -0.982
H -0.950 0.114 -1.803
H -1.171 1.651 -1.050
H 2.338 -0.899 1.060
H 0.949 -1.266 2.146
*
```

Atom charges from the natural (NBO) analysis, given in e for atoms 1 to 8: -0.68, 0.30, 0.05, -0.78, -0.46, 0.21, 0.27, 0.25

***

Entry 18:
This record from the OMol25 dataset describes a cluster of 2 separate species, C2H5NSi in total in a non-equilibrium geometry. The level of theory is ωB97M-V with the def2-TZVPD basis set.

Calculated values
* E_LUMO (alpha / beta): -0.86 / -0.86 eV
* E_HOMO (alpha / beta): -8.4 / -8.4 eV
* SMILES: C#CN=[SiH2].[H][H]
* frontier orbital gap (alpha / beta): 7.537 / 7.538 eV

ORCA input file:
```
! wB97M-V def2-TZVPD RIJCOSX def2/J DEFGRID3
* xyz 0 1
C 1.939 -1.147 -0.645
C 1.284 -0.259 -0.169
N 0.407 0.561 0.346
Si -0.047 2.103 0.646
H 2.388 -2.082 -0.788
H -0.912 1.945 1.840
H 0.339 3.410 0.169
H -0.931 -1.546 -0.657
H -1.045 -1.643 -0.006
*
```

Atom charges from the natural (NBO) analysis, given in e for atoms 1 to 8: -0.34, 0.17, -1.03, 1.31, 0.23, -0.16, -0.18, 0.00

***

Entry 19:
This record from the OMol25 dataset describes a cluster of 2 separate species, C2H5O in total in a non-equilibrium geometry. The level of theory is ωB97M-V with the def2-TZVPD basis set.

Calculated values
* E_LUMO: 4.44 eV
* E_HOMO: -2.2 eV
* frontier orbital gap: 6.688 eV

ORCA input file:
```
! wB97M-V def2-TZVPD RIJCOSX def2/J DEFGRID3
* xyz -1 1
O -2.461 0.313 -0.589
H -2.838 -0.443 -1.088
C 0.379 0.400 0.514
C 1.380 -0.389 0.132
H 0.621 1.458 0.596
H -0.690 0.185 0.495
H 2.404 -0.076 -0.023
H 1.205 -1.448 -0.036
*
```

Which charges does natural (NBO) predict for the atoms? In e, they are: -1.36, 0.39, -0.36, -0.46, 0.15, 0.30, 0.16, 0.17

***

Entry 20:
This record from the OMol25 dataset describes a cluster of 2 separate species, C2H5O2 in total in a non-equilibrium geometry. The level of theory is ωB97M-V with the def2-TZVPD basis set.

Calculated values
* E_LUMO: 3.93 eV
* E_HOMO: -2.5 eV
* frontier orbital gap: 6.466 eV

ORCA input file:
```
! wB97M-V def2-TZVPD RIJCOSX def2/J DEFGRID3
* xyz -1 1
O -2.040 -1.694 0.037
H -2.736 -1.137 -0.239
C 0.150 -0.453 0.209
C 0.421 0.829 -0.102
O 1.791 1.358 -0.118
H -0.880 -1.030 0.268
H 0.787 -1.265 0.366
H -0.281 1.600 0.000
H 1.674 2.265 -0.391
*
```

Atom charges from the natural (NBO) analysis, given in e for atoms 1 to 8: -1.22, 0.41, -0.52, 0.00, -0.76, 0.35, 0.17, 0.14

***

In order of appearance, energy above the lowest of the compared OMol25 structures with the same formula, charge and spin = 277.3, 273.8, 186.9, 407.6, 222.5, 493.8, 84.6, 268.6, 148.1, 43.7, 374.6, 65.1, 79.2, 174.4, 221.2, 566.3, 204.7, 370.9, 81.2, 324.8 kJ/mol.